The following is a DFT calculation (ωB97M-V with the def2-TZVPD basis set) of 13 unconnected molecules or ions with the total composition C96H219N13O20.

Each atom is followed by the atoms it is bonded to, with distances in Å.
Element x y z (Å)
1 C 33.00796 -28.43321 22.32283  C2 1.537, H12 1.090, H13 1.090, H14 1.090
2 C 32.12929 -28.88079 21.14406  C1 1.537, C3 1.555, N7 1.503, C11 1.547
3 C 30.88160 -29.51300 21.82453  C2 1.555, C4 1.607, H15 1.090, H16 1.090
4 C 29.68574 -29.75785 20.77967  C3 1.607, C5 1.521, H17 1.090, H18 1.090
5 C 29.32779 -28.44187 20.10642  C4 1.521, C6 1.571, H19 1.090, H20 1.090
6 C 30.56741 -27.76363 19.41987  C5 1.571, N7 1.503, C9 1.513, C10 1.547
7 N 31.70737 -27.64950 20.39286  C2 1.503, C6 1.503, O8 1.406
8 O 32.78824 -26.94103 19.83891  N7 1.406, H30 0.960
9 C 30.88455 -28.40219 18.08537  C6 1.513, H21 1.090, H22 1.090, H23 1.090
10 C 30.10080 -26.31660 19.13218  C6 1.547, H24 1.090, H25 1.090, H26 1.090
11 C 32.84871 -30.00023 20.35603  C2 1.547, H27 1.090, H28 1.090, H29 1.090
12 H 33.80999 -27.76640 22.00628  C1 1.090
13 H 33.55841 -29.17207 22.90523  C1 1.090
14 H 32.45967 -27.81713 23.03551  C1 1.090
15 H 31.22424 -30.42343 22.31630  C3 1.090
16 H 30.55065 -28.73846 22.51638  C3 1.090
17 H 28.84646 -30.13939 21.36116  C4 1.090
18 H 30.05917 -30.49229 20.06606  C4 1.090
19 H 28.82936 -27.88096 20.89702  C5 1.090
20 H 28.52718 -28.67265 19.40368  C5 1.090
21 H 31.45531 -29.30902 18.28537  C9 1.090
22 H 30.05328 -28.65374 17.42673  C9 1.090
23 H 31.65857 -27.81985 17.58550  C9 1.090
24 H 29.44279 -26.25567 18.26535  C10 1.090
25 H 29.63218 -25.90152 20.02449  C10 1.090
26 H 30.90341 -25.61133 18.91653  C10 1.090
27 H 32.25430 -30.72245 19.79641  C11 1.090
28 H 33.44076 -30.72021 20.92103  C11 1.090
29 H 33.61355 -29.54973 19.72344  C11 1.090
30 H 32.89675 -26.14832 20.36943  O8 0.960
31 C 33.27114 -23.78711 24.04629  C32 1.517, H42 1.090, H43 1.090, H44 1.090
32 C 32.96369 -23.21367 22.67536  C31 1.517, C33 1.604, N37 1.475, C41 1.513
33 C 32.87150 -21.64068 22.97544  C32 1.604, C34 1.487, H45 1.090, H46 1.090
34 C 32.73312 -20.73308 21.80511  C33 1.487, C35 1.515, H47 1.090, H48 1.090
35 C 33.94847 -21.02354 20.94849  C34 1.515, C36 1.596, H49 1.090, H50 1.090
36 C 34.08698 -22.52682 20.43140  C35 1.596, N37 1.525, C39 1.545, C40 1.570
37 N 34.00537 -23.43330 21.65450  C32 1.475, C36 1.525, O38 1.443
38 O 34.33888 -24.82234 21.45028  N37 1.443, H60 0.960
39 C 33.17527 -22.93930 19.25383  C36 1.545, H51 1.090, H52 1.090, H53 1.090
40 C 35.57249 -22.62043 19.93219  C36 1.570, H54 1.090, H55 1.090, H56 1.090
41 C 31.64700 -23.84517 22.28074  C32 1.513, H57 1.090, H58 1.090, H59 1.090
42 H 34.21278 -23.51763 24.52462  C31 1.090
43 H 33.29515 -24.87047 24.16406  C31 1.090
44 H 32.51331 -23.46510 24.76050  C31 1.090
45 H 32.05315 -21.38719 23.64935  C33 1.090
46 H 33.78185 -21.34643 23.49771  C33 1.090
47 H 32.67584 -19.68617 22.10313  C34 1.090
48 H 31.84096 -21.02527 21.25125  C34 1.090
49 H 34.82176 -20.88078 21.58496  C35 1.090
50 H 34.10085 -20.34692 20.10762  C35 1.090
51 H 33.33514 -22.24288 18.43070  C39 1.090
52 H 33.39299 -23.96673 18.96212  C39 1.090
53 H 32.12803 -23.04801 19.53593  C39 1.090
54 H 35.71095 -22.00639 19.04231  C40 1.090
55 H 36.25001 -22.24398 20.69857  C40 1.090
56 H 35.81453 -23.61660 19.56183  C40 1.090
57 H 31.26129 -23.48866 21.32564  C41 1.090
58 H 30.90570 -23.46301 22.98253  C41 1.090
59 H 31.73382 -24.92767 22.18727  C41 1.090
60 H 35.26556 -24.76746 21.69491  O38 0.960
61 C 26.11067 -23.59698 23.13831  C62 1.563, H72 1.090, H73 1.090, H74 1.090
62 C 26.92672 -23.17504 24.40228  C61 1.563, C63 1.588, N67 1.503, C71 1.567
63 C 28.19665 -22.34760 23.92852  C62 1.588, C64 1.479, H75 1.090, H76 1.090
64 C 27.76297 -20.99115 23.52865  C63 1.479, C65 1.503, H77 1.090, H78 1.090
65 C 26.88501 -20.26921 24.51196  C64 1.503, C66 1.561, H79 1.090, H80 1.090
66 C 25.63447 -20.95108 25.14993  C65 1.561, N67 1.510, C69 1.579, C70 1.521
67 N 26.19356 -22.33003 25.40555  C62 1.503, C66 1.510, O68 1.399
68 O 25.44466 -23.07016 26.32703  N67 1.399, H90 0.960
69 C 25.24865 -20.14993 26.45474  C66 1.579, H81 1.090, H82 1.090, H83 1.090
70 C 24.45811 -20.96281 24.18652  C66 1.521, H84 1.090, H85 1.090, H86 1.090
71 C 27.40342 -24.50825 25.07333  C62 1.567, H87 1.090, H88 1.090, H89 1.090
72 H 26.53632 -24.44999 22.60981  C61 1.090
73 H 26.08746 -22.79485 22.40063  C61 1.090
74 H 25.04837 -23.78468 23.29449  C61 1.090
75 H 28.92906 -22.40111 24.73400  C63 1.090
76 H 28.58283 -22.92023 23.08527  C63 1.090
77 H 27.26799 -20.98378 22.55755  C64 1.090
78 H 28.65393 -20.47088 23.17704  C64 1.090
79 H 26.50908 -19.46295 23.88211  C65 1.090
80 H 27.45203 -19.65544 25.21188  C65 1.090
81 H 26.09498 -19.87968 27.08624  C69 1.090
82 H 24.92866 -19.20559 26.01440  C69 1.090
83 H 24.48093 -20.61728 27.07141  C69 1.090
84 H 24.69139 -21.48453 23.25836  C70 1.090
85 H 23.68703 -21.58400 24.64223  C70 1.090
86 H 24.03134 -19.98203 23.97668  C70 1.090
87 H 28.00659 -24.27906 25.95182  C71 1.090
88 H 28.14131 -25.01091 24.44807  C71 1.090
89 H 26.61698 -25.20823 25.35557  C71 1.090
90 H 26.01013 -22.95383 27.09405  O68 0.960
91 C 18.64579 -21.74730 21.06331  C92 1.545, H102 1.090, H103 1.090, H104 1.090
92 C 19.95648 -22.56306 21.12592  C91 1.545, C93 1.557, N97 1.435, C101 1.527
93 C 19.59799 -24.03518 20.76666  C92 1.557, C94 1.565, H105 1.090, H106 1.090
94 C 20.72768 -24.93925 20.16988  C93 1.565, C95 1.487, H107 1.090, H108 1.090
95 C 21.56823 -24.12204 19.25510  C94 1.487, C96 1.584, H109 1.090, H110 1.090
96 C 22.08554 -22.71799 19.77617  C95 1.584, N97 1.445, C99 1.546, C100 1.592
97 N 20.92334 -21.99060 20.23362  C92 1.435, C96 1.445, O98 1.416
98 O 21.11704 -20.61014 20.48016  N97 1.416, H120 0.960
99 C 23.19919 -22.98181 20.81510  C96 1.546, H111 1.090, H112 1.090, H113 1.090
100 C 22.65152 -22.08491 18.42898  C96 1.592, H114 1.090, H115 1.090, H116 1.090
101 C 20.46306 -22.56566 22.56627  C92 1.527, H117 1.090, H118 1.090, H119 1.090
102 H 18.75465 -20.82623 21.63592  C91 1.090
103 H 17.79376 -22.27446 21.49254  C91 1.090
104 H 18.45305 -21.55146 20.00851  C91 1.090
105 H 19.08129 -24.52559 21.59165  C93 1.090
106 H 18.80696 -24.01573 20.01700  C93 1.090
107 H 20.36654 -25.76168 19.55239  C94 1.090
108 H 21.33765 -25.21248 21.03091  C94 1.090
109 H 20.90730 -24.01378 18.39514  C95 1.090
110 H 22.40327 -24.64225 18.78585  C95 1.090
111 H 23.62470 -22.01568 21.08652  C99 1.090
112 H 22.87838 -23.40357 21.76762  C99 1.090
113 H 24.03859 -23.60784 20.51242  C99 1.090
114 H 21.95192 -22.02474 17.59530  C100 1.090
115 H 22.88452 -21.02085 18.46900  C100 1.090
116 H 23.60736 -22.46582 18.06930  C100 1.090
117 H 19.65009 -22.34986 23.25952  C101 1.090
118 H 21.16428 -21.76760 22.81019  C101 1.090
119 H 21.01171 -23.43986 22.91679  C101 1.090
120 H 20.73813 -20.21924 19.68944  O98 0.960
121 C 37.09731 -21.42693 13.27122  C122 1.523, H132 1.090, H133 1.090, H134 1.090
122 C 36.86123 -20.87677 14.67109  C121 1.523, C123 1.592, N127 1.467, C131 1.562
123 C 36.95519 -19.28960 14.58155  C122 1.592, C124 1.572, H135 1.090, H136 1.090
124 C 35.64204 -18.59985 14.06049  C123 1.572, C125 1.563, H137 1.090, H138 1.090
125 C 34.37168 -18.98692 14.88483  C124 1.563, C126 1.559, H139 1.090, H140 1.090
126 C 34.22909 -20.53968 14.89284  C125 1.559, N127 1.506, C129 1.516, C130 1.610
127 N 35.53391 -21.23189 15.18426  C122 1.467, C126 1.506, O128 1.405
128 O 35.45538 -22.58475 15.55351  N127 1.405, H150 0.960
129 C 33.24450 -20.90736 15.98576  C126 1.516, H141 1.090, H142 1.090, H143 1.090
130 C 33.59249 -21.05667 13.50757  C126 1.610, H144 1.090, H145 1.090, H146 1.090
131 C 38.10280 -21.33382 15.50152  C122 1.562, H147 1.090, H148 1.090, H149 1.090
132 H 38.14346 -21.38437 12.96809  C121 1.090
133 H 36.62716 -20.90151 12.43997  C121 1.090
134 H 36.83800 -22.45785 13.03024  C121 1.090
135 H 36.98388 -18.84807 15.57770  C123 1.090
136 H 37.87849 -19.03252 14.06239  C123 1.090
137 H 35.45291 -18.94020 13.04241  C124 1.090
138 H 35.76919 -17.52037 13.97884  C124 1.090
139 H 33.42615 -18.52309 14.60391  C125 1.090
140 H 34.44146 -18.61151 15.90575  C125 1.090
141 H 33.59894 -20.46939 16.91884  C129 1.090
142 H 32.34462 -20.37331 15.68060  C129 1.090
143 H 32.96876 -21.95566 16.10034  C129 1.090
144 H 32.51336 -20.90442 13.48765  C130 1.090
145 H 34.02709 -20.65262 12.59325  C130 1.090
146 H 33.60689 -22.14657 13.50903  C130 1.090
147 H 37.99420 -21.02952 16.54252  C131 1.090
148 H 38.97558 -20.76268 15.18506  C131 1.090
149 H 38.18995 -22.41607 15.40534  C131 1.090
150 H 35.32496 -22.94184 14.67200  O128 0.960
151 C 27.00217 -22.29070 18.32844  C152 1.565, H162 1.090, H163 1.090, H164 1.090
152 C 28.45722 -21.78694 18.04967  C151 1.565, C153 1.540, N157 1.498, C161 1.528
153 C 28.53079 -21.52512 16.53414  C152 1.540, C154 1.549, H165 1.090, H166 1.090
154 C 29.57443 -20.47077 16.08847  C153 1.549, C155 1.544, H167 1.090, H168 1.090
155 C 29.46195 -19.15885 16.89415  C154 1.544, C156 1.513, H169 1.090, H170 1.090
156 C 29.52778 -19.41660 18.38336  C155 1.513, N157 1.456, C159 1.544, C160 1.512
157 N 28.67941 -20.51844 18.81522  C152 1.498, C156 1.456, O158 1.428
158 O 28.66095 -20.72690 20.22782  N157 1.428, H180 0.960
159 C 30.98335 -19.68589 18.82230  C156 1.544, H171 1.090, H172 1.090, H173 1.090
160 C 29.20425 -18.05224 18.94963  C156 1.512, H174 1.090, H175 1.090, H176 1.090
161 C 29.59552 -22.77501 18.30055  C152 1.528, H177 1.090, H178 1.090, H179 1.090
162 H 26.63261 -22.70297 17.38952  C151 1.090
163 H 26.34018 -21.56724 18.80433  C151 1.090
164 H 27.03995 -23.12639 19.02723  C151 1.090
165 H 28.86842 -22.40061 15.97951  C153 1.090
166 H 27.60313 -21.21239 16.05479  C153 1.090
167 H 29.44698 -20.31061 15.01787  C154 1.090
168 H 30.52432 -20.96233 16.29867  C154 1.090
169 H 28.51335 -18.66588 16.68151  C155 1.090
170 H 30.20249 -18.42100 16.58549  C155 1.090
171 H 31.29751 -20.57685 18.27861  C159 1.090
172 H 31.58676 -18.78966 18.67824  C159 1.090
173 H 31.02628 -19.80517 19.90490  C159 1.090
174 H 29.34528 -18.03555 20.03034  C160 1.090
175 H 29.72600 -17.23177 18.45700  C160 1.090
176 H 28.14091 -17.84256 18.83367  C160 1.090
177 H 29.54013 -23.59561 17.58526  C161 1.090
178 H 29.47618 -23.12501 19.32591  C161 1.090
179 H 30.60900 -22.38928 18.19022  C161 1.090
180 H 29.42057 -21.27304 20.44301  O158 0.960
181 C 27.59904 -16.40006 23.10829  O182 1.409, H190 1.090, H191 1.090, H192 1.090
182 O 28.66406 -16.40892 24.03065  C181 1.409, C183 1.444
183 C 29.49480 -17.54997 23.72584  O182 1.444, C184 1.585, H193 1.090, H194 1.090
184 C 30.55880 -17.89751 24.84788  C183 1.585, N185 1.469, H195 1.090, H196 1.090
185 N 29.94612 -18.56592 26.00315  C184 1.469, C186 1.479, H197 1.010
186 C 28.87124 -17.72667 26.57463  N185 1.479, C187 1.540, H198 1.090, H199 1.090
187 C 28.54037 -18.23518 27.99011  C186 1.540, O188 1.436, H200 1.090, H201 1.090
188 O 29.57463 -18.00913 28.95977  C187 1.436, C189 1.392
189 C 29.54637 -18.84822 30.07039  O188 1.392, H202 1.090, H203 1.090, H204 1.090
190 H 27.82273 -16.36621 22.04202  C181 1.090
191 H 26.93563 -15.54237 23.21941  C181 1.090
192 H 27.00707 -17.30153 23.26652  C181 1.090
193 H 29.91105 -17.41538 22.72748  C183 1.090
194 H 28.94185 -18.48829 23.68239  C183 1.090
195 H 31.21996 -17.07986 25.13498  C184 1.090
196 H 31.28797 -18.56523 24.38901  C184 1.090
197 H 30.65228 -18.56706 26.72525  N185 1.010
198 H 27.96851 -17.78090 25.96613  C186 1.090
199 H 29.09471 -16.65983 26.57347  C186 1.090
200 H 28.02162 -19.17854 27.81958  C187 1.090
201 H 27.65439 -17.66498 28.26940  C187 1.090
202 H 29.64174 -19.87990 29.73177  C189 1.090
203 H 28.60225 -18.69038 30.59176  C189 1.090
204 H 30.42360 -18.58918 30.66323  C189 1.090
205 C 24.32164 -21.40564 14.95087  O206 1.467, H214 1.090, H215 1.090, H216 1.090
206 O 24.75818 -20.02595 15.19319  C205 1.467, C207 1.425
207 C 24.54197 -19.68170 16.55942  O206 1.425, C208 1.533, H217 1.090, H218 1.090
208 C 25.09682 -18.26993 16.77839  C207 1.533, N209 1.504, H219 1.090, H220 1.090
209 N 24.09639 -17.23647 16.34043  C208 1.504, C210 1.460, H221 1.010
210 C 23.94150 -17.13272 14.89268  N209 1.460, C211 1.546, H222 1.090, H223 1.090
211 C 25.24564 -16.58533 14.26754  C210 1.546, O212 1.476, H224 1.090, H225 1.090
212 O 25.87470 -15.51367 15.06453  C211 1.476, C213 1.429
213 C 27.15513 -15.21149 14.50700  O212 1.429, H226 1.090, H227 1.090, H228 1.090
214 H 24.84767 -22.12236 15.58148  C205 1.090
215 H 24.58731 -21.82832 13.98191  C205 1.090
216 H 23.26012 -21.56595 15.13953  C205 1.090
217 H 25.04728 -20.41693 17.18568  C207 1.090
218 H 23.50070 -19.59787 16.87057  C207 1.090
219 H 26.09305 -18.19526 16.34244  C208 1.090
220 H 25.16827 -18.20568 17.86414  C208 1.090
221 H 24.57284 -16.37411 16.56275  N209 1.010
222 H 23.06308 -16.52275 14.68199  C210 1.090
223 H 23.77074 -18.09431 14.40864  C210 1.090
224 H 25.13737 -16.17779 13.26242  C211 1.090
225 H 26.01158 -17.35508 14.17305  C211 1.090
226 H 27.77848 -16.10227 14.42915  C213 1.090
227 H 27.72031 -14.48079 15.08558  C213 1.090
228 H 27.06400 -14.75626 13.52082  C213 1.090
229 C 30.99705 -28.61406 10.19492  O230 1.421, H238 1.090, H239 1.090, H240 1.090
230 O 31.89161 -27.71688 10.83902  C229 1.421, C231 1.429
231 C 31.79606 -26.36445 10.38692  O230 1.429, C232 1.548, H241 1.090, H242 1.090
232 C 32.17266 -25.20840 11.34449  C231 1.548, N233 1.447, H243 1.090, H244 1.090
233 N 31.28459 -24.96616 12.46071  C232 1.447, C234 1.493, H245 1.010
234 C 31.23181 -26.10477 13.42541  N233 1.493, C235 1.576, H246 1.090, H247 1.090
235 C 30.22204 -25.82484 14.60300  C234 1.576, O236 1.410, H248 1.090, H249 1.090
236 O 30.50915 -24.66919 15.35809  C235 1.410, C237 1.429
237 C 31.83685 -24.55558 15.87357  O236 1.429, H250 1.090, H251 1.090, H252 1.090
238 H 31.07838 -29.63126 10.57807  C229 1.090
239 H 31.30807 -28.82198 9.17115  C229 1.090
240 H 29.93948 -28.35015 10.19876  C229 1.090
241 H 30.77304 -26.12265 10.09869  C231 1.090
242 H 32.31827 -26.29169 9.43293  C231 1.090
243 H 32.40316 -24.29733 10.79229  C232 1.090
244 H 33.20756 -25.33172 11.66366  C232 1.090
245 H 30.38178 -24.63303 12.15402  N233 1.010
246 H 32.20694 -26.31984 13.86240  C234 1.090
247 H 31.09555 -27.04826 12.89687  C234 1.090
248 H 30.31542 -26.71017 15.23194  C235 1.090
249 H 29.19427 -25.75873 14.24605  C235 1.090
250 H 31.81717 -23.92504 16.76246  C237 1.090
251 H 32.56583 -24.11721 15.19199  C237 1.090
252 H 32.34942 -25.48329 16.12797  C237 1.090
253 C 38.14531 -20.14039 20.22561  O254 1.449, H262 1.090, H263 1.090, H264 1.090
254 O 37.40696 -18.94276 19.87989  C253 1.449, C255 1.363
255 C 36.72010 -19.06821 18.70904  O254 1.363, C256 1.537, H265 1.090, H266 1.090
256 C 35.99622 -17.78306 18.27706  C255 1.537, N257 1.422, H267 1.090, H268 1.090
257 N 34.75899 -17.69561 18.97346  C256 1.422, C258 1.508, H269 1.010
258 C 33.95642 -16.44541 18.71494  N257 1.508, C259 1.598, H270 1.090, H271 1.090
259 C 33.64252 -16.10101 17.18659  C258 1.598, O260 1.454, H272 1.090, H273 1.090
260 O 32.58997 -16.95966 16.66921  C259 1.454, C261 1.433
261 C 31.57664 -16.33829 15.86850  O260 1.433, H274 1.090, H275 1.090, H276 1.090
262 H 37.99453 -21.07718 19.68915  C253 1.090
263 H 38.00647 -20.33355 21.28933  C253 1.090
264 H 39.20979 -19.90747 20.19842  C253 1.090
265 H 35.91553 -19.78739 18.86244  C255 1.090
266 H 37.42345 -19.28903 17.90614  C255 1.090
267 H 35.81139 -17.97611 17.22033  C256 1.090
268 H 36.63746 -16.94900 18.56209  C256 1.090
269 H 34.99097 -17.82432 19.94800  N257 1.010
270 H 34.39208 -15.63194 19.29507  C258 1.090
271 H 32.97897 -16.68350 19.13450  C258 1.090
272 H 34.44472 -16.23309 16.46055  C259 1.090
273 H 33.27463 -15.07778 17.11066  C259 1.090
274 H 31.87154 -15.55426 15.17106  C261 1.090
275 H 30.71289 -16.14500 16.50464  C261 1.090
276 H 31.26035 -17.15603 15.22091  C261 1.090
277 C 23.83986 -12.42717 24.19114  O278 1.452, H286 1.090, H287 1.090, H288 1.090
278 O 23.14027 -13.04300 23.07819  C277 1.452, C279 1.422
279 C 22.55646 -14.29247 23.42650  O278 1.422, C280 1.491, H289 1.090, H290 1.090
280 C 22.07673 -15.12194 22.28402  C279 1.491, N281 1.508, H291 1.090, H292 1.090
281 N 23.22225 -15.97791 21.80406  C280 1.508, C282 1.497, H293 1.010
282 C 22.79270 -17.08104 20.88745  N281 1.497, C283 1.556, H294 1.090, H295 1.090
283 C 24.04634 -17.84305 20.36845  C282 1.556, O284 1.377, H296 1.090, H297 1.090
284 O 24.93000 -18.22719 21.35245  C283 1.377, C285 1.399
285 C 26.15143 -18.71952 20.88154  O284 1.399, H298 1.090, H299 1.090, H300 1.090
286 H 24.68617 -13.07780 24.41144  C277 1.090
287 H 23.32386 -12.35841 25.14881  C277 1.090
288 H 24.22850 -11.45679 23.88225  C277 1.090
289 H 21.77193 -14.09671 24.15745  C279 1.090
290 H 23.31631 -14.89278 23.92686  C279 1.090
291 H 21.70930 -14.45345 21.50542  C280 1.090
292 H 21.31753 -15.82538 22.62588  C280 1.090
293 H 24.00878 -16.21154 22.39302  N281 1.010
294 H 22.20855 -16.72067 20.04070  C282 1.090
295 H 22.12440 -17.84628 21.28225  C282 1.090
296 H 24.55830 -17.10404 19.75213  C283 1.090
297 H 23.75426 -18.68544 19.74141  C283 1.090
298 H 26.74898 -19.04625 21.73258  C285 1.090
299 H 26.59477 -17.88083 20.34474  C285 1.090
300 H 25.94799 -19.59599 20.26630  C285 1.090
301 C 29.42885 -22.49317 12.34528  O302 1.406, H310 1.090, H311 1.090, H312 1.090
302 O 29.03209 -23.38128 11.32941  C301 1.406, C303 1.394
303 C 27.83031 -24.06879 11.49391  O302 1.394, C304 1.553, H313 1.090, H314 1.090
304 C 26.55149 -23.19377 11.59679  C303 1.553, N305 1.465, H315 1.090, H316 1.090
305 N 26.02523 -22.91545 10.25835  C304 1.465, C306 1.477, H317 1.010
306 C 24.81620 -22.06787 10.22748  N305 1.477, C307 1.550, H318 1.090, H319 1.090
307 C 24.46875 -21.60366 8.78993  C306 1.550, O308 1.421, H320 1.090, H321 1.090
308 O 25.68077 -21.06749 8.27708  C307 1.421, C309 1.423
309 C 25.49525 -20.53227 6.97213  O308 1.423, H322 1.090, H323 1.090, H324 1.090
310 H 29.31845 -22.96776 13.32031  C301 1.090
311 H 28.86275 -21.56293 12.39303  C301 1.090
312 H 30.49268 -22.27862 12.24364  C301 1.090
313 H 27.89839 -24.61411 12.43523  C303 1.090
314 H 27.76313 -24.77133 10.66324  C303 1.090
315 H 26.75028 -22.28019 12.15711  C304 1.090
316 H 25.74252 -23.75164 12.06844  C304 1.090
317 H 26.80788 -22.39666 9.88631  N305 1.010
318 H 24.96100 -21.19344 10.86191  C306 1.090
319 H 23.95084 -22.58023 10.64786  C306 1.090
320 H 23.61968 -20.92319 8.72568  C307 1.090
321 H 24.10660 -22.51062 8.30579  C307 1.090
322 H 24.98043 -19.57690 7.07375  C309 1.090
323 H 24.90652 -21.22739 6.37355  C309 1.090
324 H 26.39084 -20.30136 6.39532  C309 1.090
325 C 30.87641 -10.58549 15.79622  O326 1.451, H334 1.090, H335 1.090, H336 1.090
326 O 30.04697 -11.47776 16.58511  C325 1.451, C327 1.428
327 C 30.69670 -12.66253 17.04762  O326 1.428, C328 1.536, H337 1.090, H338 1.090
328 C 29.63883 -13.61599 17.62407  C327 1.536, N329 1.468, H339 1.090, H340 1.090
329 N 29.02311 -13.18239 18.88373  C328 1.468, C330 1.467, H341 1.010
330 C 28.01349 -14.20918 19.16346  N329 1.467, C331 1.561, H342 1.090, H343 1.090
331 C 27.34973 -13.98638 20.55829  C330 1.561, O332 1.435, H344 1.090, H345 1.090
332 O 26.55175 -12.79766 20.45667  C331 1.435, C333 1.452
333 C 25.70672 -12.66902 21.63077  O332 1.452, H346 1.090, H347 1.090, H348 1.090
334 H 31.43731 -11.11145 15.02366  C325 1.090
335 H 31.47731 -10.03293 16.51849  C325 1.090
336 H 30.31473 -9.79814 15.29350  C325 1.090
337 H 31.49569 -12.55078 17.78057  C327 1.090
338 H 31.09849 -13.26556 16.23336  C327 1.090
339 H 30.09298 -14.59616 17.76939  C328 1.090
340 H 28.86401 -13.77248 16.87356  C328 1.090
341 H 28.73813 -12.21343 18.87768  N329 1.010
342 H 28.44494 -15.20747 19.09008  C330 1.090
343 H 27.24760 -14.07784 18.39909  C330 1.090
344 H 27.96499 -14.06008 21.45502  C331 1.090
345 H 26.63415 -14.80419 20.64328  C331 1.090
346 H 24.98494 -11.87537 21.43770  C333 1.090
347 H 26.35374 -12.26260 22.40812  C333 1.090
348 H 25.07592 -13.51293 21.91006  C333 1.090

Computed properties:
**LUMO level**: 0.46 eV
**Kohn-Sham gap**: 8.267 eV
**HOMO**: -7.8095 eV
**Spin multiplicity**: 1
**E_tot**: -163401.1594 eV
**F_max**: 0.0548 hartree/bohr
**Total charge**: 0
**ΔE to the lowest compared entry with this formula, charge and spin**: 5.379 eV

Atom charges from the Löwdin analysis, given in e for atoms 1 to 2: number 1, C, carries -0.048; number 2, C, carries -0.484